1.
C21H39O12V | ωB97M-V/def2-TZVPD

Positions of all 73 atoms, in Å:
O (-0.45443, 5.16367, -0.02332)
V (-0.51586, 4.40784, 1.32573)
C (-0.85313, 1.41650, -0.19227)
O (-1.20120, 2.62731, 0.38453)
H (-1.63427, 0.67038, -0.35104)
H (-0.31701, 1.56949, -1.13665)
H (-0.06727, 0.90029, 0.37462)
O (0.27703, -2.08318, -0.74184)
C (1.16164, -1.67046, -1.45532)
O (1.28677, -1.95014, -2.74714)
C (0.34769, -2.78254, -3.39100)
C (0.94788, -4.06426, -3.91194)
C (2.30566, -0.83988, -0.92404)
H (0.01824, -2.28745, -4.30842)
H (-0.55102, -2.93417, -2.79439)
H (0.15289, -4.53646, -4.49025)
H (1.23860, -4.80234, -3.16318)
H (1.82778, -3.80137, -4.49807)
H (2.82602, -0.24604, -1.67745)
H (3.11548, -1.40288, -0.46006)
H (1.99849, -0.09728, -0.18851)
O (-4.56858, -0.23924, -2.03778)
C (-3.61618, -0.03929, -2.74872)
O (-3.37609, 1.06508, -3.47339)
C (-4.35573, 2.10863, -3.45754)
C (-4.39088, 2.93070, -2.14762)
C (-2.49079, -1.04738, -2.88875)
H (-5.32354, 1.61764, -3.57338)
H (-4.18098, 2.72627, -4.33538)
H (-5.23461, 3.61489, -2.21938)
H (-3.44269, 3.45725, -2.04699)
H (-4.58126, 2.21595, -1.34876)
H (-1.53300, -0.53188, -2.90609)
H (-2.62549, -1.65350, -3.78226)
H (-2.64906, -1.62332, -1.97833)
O (-2.92128, -2.78206, 3.27240)
C (-1.83045, -2.43392, 2.88141)
O (-0.69303, -3.00235, 3.24908)
C (-0.71000, -3.97753, 4.30008)
C (-0.89504, -3.39828, 5.66596)
C (-1.60834, -1.33923, 1.90529)
H (0.30425, -4.37541, 4.34263)
H (-1.39972, -4.80990, 4.17398)
H (-0.53627, -4.11130, 6.41460)
H (-1.92569, -3.28769, 6.00891)
H (-0.35197, -2.47828, 5.88870)
H (-1.72368, -0.33954, 2.32490)
H (-2.38042, -1.51602, 1.15349)
H (-0.65387, -1.38180, 1.38266)
O (3.72821, 0.59642, 1.56741)
C (3.09188, 0.26322, 2.53463)
O (3.35265, -0.89410, 3.13081)
C (2.46734, -1.13545, 4.23368)
C (1.28015, -0.14264, 4.07807)
C (1.95257, 0.96886, 3.25233)
H (2.97364, -0.97798, 5.18453)
H (2.07566, -2.15113, 4.23058)
H (1.06099, 0.12941, 5.11069)
H (0.37492, -0.52926, 3.61777)
H (2.44620, 1.75138, 3.83260)
H (1.24515, 1.43003, 2.56151)
O (3.96578, 5.42982, -0.76982)
C (3.26903, 4.55585, -1.21138)
O (2.15508, 4.91406, -1.89367)
C (1.50241, 3.77783, -2.46820)
C (2.65278, 2.74710, -2.50062)
C (3.43148, 3.07136, -1.24230)
H (1.16402, 4.04483, -3.46876)
H (0.61211, 3.56513, -1.87246)
H (3.30520, 2.87153, -3.36299)
H (2.21492, 1.74853, -2.50560)
H (4.46388, 2.74230, -1.33096)
H (2.99833, 2.59739, -0.35761)

Output
2S+1: 2
Kohn-Sham gap (spin up / spin down): 5.830 / 4.939 eV
total charge: +1

***

2.
C21H40BrF9NO10P2Si2 | ωB97M-V/def2-TZVPD

Positions of all 86 atoms, in Å:
C (5.16041, 5.88600, 0.51173)
C (5.47839, 6.62426, -0.86938)
O (5.61765, 8.05143, -0.54477)
C (4.32797, 6.48772, -1.98927)
O (3.25788, 5.66839, -1.44311)
Si (3.24951, 4.07365, -2.15848)
O (4.90711, 3.67321, -2.54273)
O (2.20920, 4.18568, -3.49695)
Si (1.75156, 2.74710, -4.30606)
C (2.53810, 1.10462, -3.79429)
C (4.11103, 0.92807, -4.05411)
C (4.33970, -0.61026, -4.47434)
O (4.64559, -0.98826, -5.62222)
O (4.21514, -1.59061, -3.44743)
C (-0.19344, 2.73676, -4.32610)
C (-0.85034, 1.34167, -3.91502)
C (-1.94663, 1.44654, -2.72700)
F (-1.71075, 2.50686, -1.82397)
F (-3.17514, 1.79407, -3.40736)
C (-2.25131, 0.06072, -1.99906)
F (-3.51177, 0.20856, -1.32452)
F (-2.46234, -1.01151, -2.92303)
C (-1.15914, -0.45285, -0.95505)
F (0.18058, -0.17006, -1.28589)
F (-1.25469, -1.88905, -0.95886)
C (-1.38596, -0.02146, 0.56990)
F (-1.88508, 1.26868, 0.76485)
F (-0.10074, -0.04880, 1.19700)
F (-2.19091, -0.90311, 1.31640)
P (2.29315, 3.03042, -6.46898)
O (3.95674, 3.38609, -6.62903)
Br (1.19822, 4.92450, -7.14910)
P (2.64548, 2.72962, -0.51659)
O (3.01181, 3.45137, 0.80604)
O (3.49967, 1.24237, -0.45207)
O (0.95579, 2.55747, -0.49963)
H (5.89763, 6.17733, 1.35075)
H (4.11842, 6.10056, 0.93441)
H (5.31665, 4.75258, 0.36434)
H (6.51772, 6.30448, -1.24512)
H (4.75699, 8.35845, -0.17579)
H (3.88369, 7.54705, -2.11697)
H (4.70081, 6.18223, -3.02104)
H (5.18913, 3.05148, -1.82878)
H (2.02445, 0.28033, -4.42776)
H (2.20379, 0.86592, -2.71566)
H (4.57931, 1.66749, -4.77750)
H (4.65619, 1.05720, -3.05279)
H (4.63326, -1.26761, -2.61724)
H (-0.54558, 3.63789, -3.69535)
H (-0.56859, 2.98423, -5.39125)
H (-0.13226, 0.49637, -3.66591)
H (-1.46198, 0.96804, -4.82040)
H (4.15178, 4.34719, -6.59580)
H (2.87531, 0.48844, -0.61978)
H (0.58224, 3.30920, 0.01585)
C (-5.78784, -2.62422, 3.00927)
C (-4.37005, -2.88439, 2.50526)
C (-3.87013, -4.32112, 2.65291)
N (-3.33511, -4.73885, 4.03759)
C (-2.90955, -6.20949, 3.88007)
C (-2.56802, -6.87668, 5.20182)
C (-3.71849, -6.76391, 6.18537)
C (-4.07288, -5.30513, 6.40402)
C (-4.41813, -4.60058, 5.09964)
C (-2.12557, -3.89463, 4.38746)
H (-5.81773, -2.44058, 4.08287)
H (-6.19305, -1.72924, 2.53130)
H (-6.45651, -3.45751, 2.77861)
H (-3.67853, -2.15660, 2.93471)
H (-4.38395, -2.67733, 1.42940)
H (-3.03961, -4.47996, 1.95863)
H (-4.66351, -5.02684, 2.39051)
H (-3.74678, -6.73386, 3.41049)
H (-2.05601, -6.23093, 3.19800)
H (-2.34746, -7.93274, 5.02146)
H (-1.66032, -6.44369, 5.63305)
H (-3.44760, -7.23042, 7.13606)
H (-4.59117, -7.30441, 5.80131)
H (-3.24575, -4.79209, 6.90554)
H (-4.93011, -5.23673, 7.07999)
H (-4.54820, -3.53761, 5.29734)
H (-5.33709, -5.01507, 4.67727)
H (-2.44229, -2.86155, 4.52382)
H (-1.40393, -3.97184, 3.57311)
H (-1.68602, -4.26066, 5.31343)

Output
ΔE to the lowest compared entry with this formula, charge and spin: 0.00 kJ/mol
Kohn-Sham gap: 7.692 eV
total charge: +1

***

3.
C21H40BrN3 | ωB97M-V/def2-TZVPD

Positions of all 65 atoms, in Å:
C (5.05507, -3.16069, 1.98753)
C (5.10664, -1.96680, 1.97509)
C (5.00124, -0.44812, 1.67143)
N (3.87102, -0.18346, 0.73922)
C (3.97309, -0.61424, -0.50332)
N (5.03074, -1.31428, -1.14355)
C (4.30258, -2.28021, -2.01644)
C (3.38262, -1.21181, -2.74291)
N (3.00035, -0.45933, -1.50404)
C (2.39334, 0.89285, -1.67172)
C (0.84868, 0.67052, -1.99338)
C (0.19812, 2.11474, -2.26964)
C (-0.85626, 2.38799, -1.00224)
C (-0.22265, 3.25490, 0.23303)
C (-0.31054, 2.52428, 1.64754)
C (-1.69504, 2.65823, 2.39255)
C (-2.95309, 2.23884, 1.54385)
C (-3.04822, 0.69682, 1.21577)
C (-4.05223, 0.46258, -0.01423)
C (-3.43006, -0.46181, -1.15648)
C (-3.79139, -1.99133, -1.02232)
C (-2.80511, -2.82239, -0.08852)
C (-3.31768, -2.83657, 1.43558)
C (-2.10632, -2.40023, 2.39282)
H (4.98335, -4.24585, 2.19818)
H (5.91987, -0.03619, 1.17980)
H (4.78328, 0.04350, 2.66064)
H (3.03563, 0.33418, 1.03329)
H (5.67235, -1.86324, -0.56238)
H (4.90102, -2.95166, -2.67362)
H (3.54525, -2.78445, -1.34399)
H (2.43704, -1.59979, -3.18943)
H (3.94560, -0.43017, -3.32911)
H (2.89648, 1.44304, -2.51539)
H (2.47448, 1.47261, -0.71134)
H (0.42389, 0.20062, -1.05645)
H (0.68317, -0.01333, -2.86967)
H (1.02727, 2.96540, -2.25561)
H (-0.38517, 2.10699, -3.23437)
H (-1.70542, 2.98652, -1.44420)
H (-1.29300, 1.40258, -0.66933)
H (-0.63643, 4.29845, 0.24197)
H (0.87088, 3.36929, 0.00106)
H (0.45590, 3.03535, 2.31271)
H (0.01531, 1.44195, 1.59875)
H (-1.85723, 3.71434, 2.76632)
H (-1.64054, 2.01421, 3.32229)
H (-3.86170, 2.48869, 2.17213)
H (-3.03912, 2.84978, 0.60847)
H (-2.05092, 0.21627, 1.00146)
H (-3.54381, 0.18596, 2.09139)
H (-4.99865, -0.05553, 0.32523)
H (-4.30713, 1.44681, -0.50732)
H (-2.30976, -0.32499, -1.22019)
H (-3.83645, -0.09555, -2.14259)
H (-3.77514, -2.52267, -2.02300)
H (-4.85463, -2.10993, -0.65100)
H (-2.79653, -3.89697, -0.42118)
H (-1.73821, -2.45702, -0.15597)
H (-3.64378, -3.86062, 1.75406)
H (-4.18431, -2.13174, 1.52872)
H (-1.42543, -1.70879, 1.82343)
H (-2.54190, -1.80355, 3.24403)
H (-1.55335, -3.29651, 2.77091)
Br (0.33291, 4.42154, -1.76438)

Output
Kohn-Sham gap: 4.453 eV